Entry 1:
DFT (wB97M-V/def2-TZVPD) results for one molecule with the formula C4H9NO2.

HOMO-LUMO gap (eV): 10.05
Multiplicity: 1
SMILES: OC[C@H]1CN[C@@H]1O
Charge: 0
Highest occupied orbital energy (eV): -9.390

Bonds (Å) are listed after each position.
Positions of all 16 atoms, in Å:
1 O 1.4961 -1.6416 -0.0642  C2 1.423, H8 0.971
2 C 1.3107 -0.4839 -0.8699  O1 1.423, C3 1.515, H9 1.095, H10 1.095
3 C -0.0398 0.1604 -0.6325  C2 1.515, C4 1.548, C6 1.546, H11 1.102
4 C -1.2566 -0.7235 -0.2664  C3 1.548, N5 1.479, H12 1.096, H13 1.093
5 N -1.7032 0.3731 0.6199  C4 1.479, C6 1.470, H14 1.016
6 C -0.3094 0.8240 0.7374  C3 1.546, N5 1.470, O7 1.427, H15 1.097
7 O -0.2563 2.2485 0.8007  C6 1.427, H16 0.970
8 H 1.6990 -1.3602 0.8432  O1 0.971
9 H 2.1265 0.2197 -0.6726  C2 1.095
10 H 1.3946 -0.8007 -1.9143  C2 1.095
11 H -0.2618 0.8494 -1.4629  C3 1.102
12 H -1.0291 -1.6490 0.2751  C4 1.096
13 H -1.9384 -0.9547 -1.0890  C4 1.093
14 H -2.1293 0.0892 1.4976  N5 1.016
15 H 0.2284 0.3705 1.5789  C6 1.097
16 H 0.6685 2.4789 0.6191  O7 0.970

Entry 2:
DFT (wB97M-V/def2-TZVPD) results for an isolated ion of composition CH4NO2 and charge +1.

HOMO-LUMO gap (alpha / beta) (eV): 8.73 / 8.72
Multiplicity: 1
Charge: +1
Highest occupied orbital energy (alpha / beta) (eV): -14.840 / -14.839

Bonds (Å) are listed after each position.
Positions of all 8 atoms, in Å:
1 C 1.1450 0.4416 0.3702  N2 1.450, O4 1.275, H5 1.088
2 N -0.1938 0.0907 -0.0621  C1 1.450, H6 1.040, H7 1.069, H8 1.089
3 O 3.4004 -0.4022 -0.3616  O4 1.326
4 O 2.1113 -0.1103 -0.2530  C1 1.275, O3 1.326
5 H 1.3309 1.1875 1.1403  C1 1.088
6 H -0.4602 -0.8939 -0.2640  N2 1.040
7 H -0.6670 0.5419 -0.9077  N2 1.069
8 H -0.9244 0.3493 0.7030  N2 1.089